{
  "formula": "C15H15LuN5O5S5",
  "method": "the ωB97M-V functional and the def2-TZVPD basis",
  "symbols": ["Lu", "S", "S", "S", "S", "S", "O", "O", "O", "O", "O", "N", "N", "N", "N", "N", "C", "C", "C", "C", "C", "C", "C", "C", "C", "C", "C", "C", "C", "C", "C", "H", "H", "H", "H", "H", "H", "H", "H", "H", "H", "H", "H", "H", "H", "H"],
  "positions_angstrom": [[-0.09, 0.01, 0.23], [-0.67, -2.36, -0.76], [1.40, -3.87, -2.22], [4.10, -4.92, -2.82], [3.63, -2.98, -0.61], [2.06, -1.23, 1.18], [3.04, 1.27, -2.21], [-0.30, 1.37, 2.32], [1.25, 0.27, -1.33], [-1.68, 0.97, -0.72], [-2.72, 2.89, -1.14], [-0.95, -1.39, 2.32], [-2.39, -3.04, 2.02], [-2.93, 0.58, 1.66], [-4.19, -0.94, 0.65], [0.51, 2.47, -0.05], [-3.99, 1.20, 1.06], [3.11, -3.97, -1.94], [1.01, -2.75, -0.92], [0.24, 3.38, 1.06], [-4.77, 0.28, 0.42], [-2.15, -1.70, 1.88], [0.37, 2.61, 2.39], [-0.30, 2.83, -1.22], [-1.72, 2.20, -1.02], [2.06, -2.33, -0.16], [2.12, 1.19, -1.42], [1.93, 2.37, -0.39], [-0.39, -2.55, 2.74], [-3.07, -0.71, 1.39], [-1.26, -3.58, 2.55], [-4.10, 2.26, 1.10], [1.42, 2.37, 2.58], [-5.67, 0.39, -0.15], [-1.27, 1.49, 2.33], [-0.36, 3.92, -1.39], [0.92, 4.25, 1.06], [-1.17, -4.63, 2.74], [-0.79, 3.74, 0.96], [-0.01, 3.22, 3.22], [2.33, 3.29, -0.83], [0.61, -2.57, 3.14], [2.51, 2.12, 0.51], [-4.42, -1.79, 0.18], [-3.15, -3.56, 1.62], [0.12, 2.36, -2.12]],
  "homo_ev": -3.7,
  "de_lowest_kj_mol": 106.6,
  "spin_multiplicity": 1,
  "e_tot_ev": -121291.656,
  "total_charge": -1,
  "orbital_gap_ev": 5.9
}


{
  "formula": "C2H3O2S2",
  "method": "the ωB97M-V functional and the def2-TZVPD basis",
  "symbols": ["S", "S", "O", "O", "C", "C", "H", "H", "H"],
  "positions_angstrom": [[-1.60, 1.19, 0.57], [0.55, -1.22, 1.22], [0.03, -2.13, 0.14], [2.02, -1.02, 1.05], [0.09, 0.58, 0.43], [-0.70, 0.55, -0.84], [0.81, 1.30, 0.29], [-0.17, 1.16, -1.55], [-1.01, -0.40, -1.31]],
  "homo_ev": -3.5,
  "de_lowest_kj_mol": 188.7,
  "spin_multiplicity": 1,
  "e_tot_ev": -27887.924,
  "total_charge": -1,
  "orbital_gap_ev": 6.9
}


{
  "formula": "C6H15NO",
  "method": "the ωB97M-V functional and the def2-TZVPD basis",
  "symbols": ["O", "N", "C", "C", "C", "C", "C", "C", "H", "H", "H", "H", "H", "H", "H", "H", "H", "H", "H", "H", "H", "H", "H"],
  "positions_angstrom": [[0.92, 3.12, -1.81], [1.31, 1.73, -1.81], [0.37, -0.14, -0.58], [-0.91, -0.17, -1.37], [0.11, -2.28, 1.07], [0.87, 1.12, -0.11], [-1.23, -0.27, 1.79], [0.08, -0.77, 1.22], [-1.40, -0.68, 2.79], [0.21, 3.17, -2.46], [1.80, 1.11, 0.44], [1.07, -2.63, 0.68], [2.32, 1.77, -1.69], [-1.23, 0.82, 1.88], [1.14, -0.80, -0.97], [0.91, -0.45, 1.84], [-1.62, 0.57, -1.01], [0.12, 1.84, 0.22], [-2.07, -0.56, 1.16], [-1.36, -1.16, -1.32], [-0.03, -2.77, 2.04], [-0.68, -2.63, 0.41], [-0.68, 0.06, -2.41]],
  "homo_ev": -8.2,
  "de_lowest_kj_mol": 463.1,
  "spin_multiplicity": 1,
  "e_tot_ev": -9998.957,
  "orbital_gap_ev": 9.2
}


{
  "formula": "C4H10N2O",
  "method": "the ωB97M-V functional and the def2-TZVPD basis",
  "symbols": ["O", "N", "N", "C", "C", "C", "C", "H", "H", "H", "H", "H", "H", "H", "H", "H", "H"],
  "positions_angstrom": [[1.55, 1.01, -1.48], [1.32, 1.41, 0.75], [-0.84, -0.70, 0.40], [1.11, 0.70, -0.41], [-1.81, 0.36, 0.09], [0.45, -0.67, -0.24], [-1.40, -2.00, 0.65], [1.68, 2.35, 0.57], [0.59, 1.42, 1.45], [1.11, -1.36, 0.28], [-1.94, 0.44, -0.99], [-1.78, -2.38, -0.30], [-1.39, 1.33, 0.41], [-2.16, -1.95, 1.42], [-2.68, 0.18, 0.71], [0.29, -1.07, -1.26], [-0.63, -2.71, 0.95]],
  "homo_ev": [-14.5, -14.5],
  "de_lowest_kj_mol": 35.0,
  "spin_multiplicity": 2,
  "e_tot_ev": -9329.566,
  "total_charge": 1,
  "orbital_gap_ev": [11.3, 6.7],
  "s2": 0.754
}


{
  "formula": "C28H30Br2CdIN4Sb2Se",
  "method": "the ωB97M-V functional and the def2-TZVPD basis",
  "symbols": ["I", "Sb", "Sb", "Cd", "Br", "Br", "Se", "N", "N", "N", "N", "C", "C", "C", "C", "C", "C", "C", "C", "C", "C", "C", "C", "C", "C", "C", "C", "C", "C", "C", "C", "C", "C", "C", "C", "C", "C", "C", "C", "H", "H", "H", "H", "H", "H", "H", "H", "H", "H", "H", "H", "H", "H", "H", "H", "H", "H", "H", "H", "H", "H", "H", "H", "H", "H", "H", "H", "H", "H"],
  "positions_angstrom": [[2.54, 5.04, 17.54], [0.11, 1.63, 22.36], [-1.65, 1.19, 18.47], [0.25, 3.43, 19.56], [-4.47, 6.65, 23.69], [3.13, 8.18, 23.71], [1.93, 1.29, 19.39], [3.92, 1.87, 17.18], [1.25, 4.83, 21.13], [-0.41, 5.10, 17.92], [-1.44, 4.40, 21.03], [-4.23, -0.87, 22.85], [2.37, 6.83, 22.66], [-1.15, 0.63, 16.46], [-2.08, 6.31, 16.73], [-2.88, -0.63, 22.97], [0.99, 6.82, 22.45], [-1.19, 2.24, 23.99], [-2.51, -0.96, 20.62], [-3.72, 1.60, 18.20], [-1.92, 6.14, 22.57], [-2.71, 3.99, 21.09], [-3.90, -1.17, 20.49], [-1.00, 5.39, 21.80], [-3.25, 5.75, 22.61], [-1.98, -0.72, 21.92], [3.12, 1.70, 18.00], [0.21, 6.63, 16.18], [-1.72, -0.88, 19.37], [-0.52, -0.49, 22.14], [3.18, 5.79, 22.16], [-3.66, 4.65, 21.85], [-1.70, 5.42, 17.70], [0.54, 5.67, 17.18], [-1.10, 6.96, 15.95], [2.06, 1.33, 23.35], [2.55, 4.84, 21.36], [0.44, 5.71, 21.75], [-4.74, -1.19, 21.60], [-2.47, 4.89, 18.29], [-1.39, -0.42, 16.27], [-2.99, 3.10, 20.49], [-4.85, -0.87, 23.75], [1.88, 1.17, 24.40], [-2.10, -1.55, 18.58], [-1.40, 7.66, 15.18], [-2.50, -0.41, 23.96], [-3.14, 6.51, 16.53], [-4.34, -1.30, 19.48], [2.66, 2.24, 23.23], [-2.18, 1.80, 23.93], [-4.03, 1.45, 17.18], [3.15, 4.07, 20.84], [-1.34, 3.32, 24.00], [4.23, 5.67, 22.42], [2.59, 0.52, 22.88], [-1.57, 7.03, 23.09], [-4.68, 4.24, 21.88], [-4.31, 0.96, 18.82], [-1.70, 1.25, 15.76], [0.31, 7.54, 22.90], [-0.13, -0.99, 23.05], [-0.66, -1.14, 19.54], [0.97, 7.02, 15.52], [-0.10, 0.83, 16.35], [0.04, -0.84, 21.26], [-3.93, 2.64, 18.42], [-0.75, 1.94, 24.91], [-5.82, -1.36, 21.44]],
  "homo_ev": -10.3,
  "de_lowest_kj_mol": 0.0,
  "spin_multiplicity": 1,
  "e_tot_ev": -266648.674,
  "total_charge": 1,
  "orbital_gap_ev": 6.6
}


{
  "formula": "C29H28N2NiO6S2",
  "method": "the ωB97M-V functional and the def2-TZVPD basis",
  "symbols": ["Ni", "S", "S", "O", "O", "O", "O", "O", "O", "N", "N", "C", "C", "C", "C", "C", "C", "C", "C", "C", "C", "C", "C", "C", "C", "C", "C", "C", "C", "C", "C", "C", "C", "C", "C", "C", "C", "C", "C", "C", "H", "H", "H", "H", "H", "H", "H", "H", "H", "H", "H", "H", "H", "H", "H", "H", "H", "H", "H", "H", "H", "H", "H", "H", "H", "H", "H", "H"],
  "positions_angstrom": [[-0.54, 1.12, 0.17], [-0.49, 0.70, 3.61], [2.40, -0.65, -0.04], [-2.73, -1.68, -1.52], [-1.84, -0.28, -0.03], [-0.95, 1.27, 2.29], [1.30, -0.19, -6.30], [-0.18, -1.85, -5.88], [1.42, 0.45, 0.32], [0.19, 3.07, 0.37], [-0.50, 1.03, -1.87], [-2.07, 3.96, 0.42], [-1.35, -2.89, 5.17], [-0.98, -1.56, 5.01], [-1.82, -3.03, 2.81], [0.34, 1.62, -2.73], [2.36, -1.72, -2.50], [0.59, -2.52, -1.04], [1.71, -1.72, -1.27], [-0.50, 4.86, -1.17], [-1.02, -0.58, -3.56], [-1.17, -0.05, -2.29], [-3.05, 4.81, -0.08], [1.90, -2.54, -3.51], [-1.44, -1.71, 2.63], [-0.80, 4.00, -0.13], [-1.01, -1.00, 3.74], [0.14, -3.34, -2.06], [2.40, -1.77, 1.39], [-2.77, 5.67, -1.13], [-1.49, 5.69, -1.68], [2.03, -0.78, 3.73], [1.32, 0.52, 3.38], [3.04, -1.19, 2.65], [0.79, -3.35, -3.29], [0.38, -0.76, -5.69], [-1.77, -3.62, 4.06], [0.59, 1.12, -3.99], [-0.07, -0.03, -4.41], [-2.01, -0.75, -1.23], [-1.26, 6.36, -2.50], [3.69, -1.96, 3.07], [-3.54, 6.31, -1.53], [2.55, -0.67, 4.69], [2.35, -2.51, -4.50], [-2.29, 3.27, 1.22], [0.50, 4.88, -1.59], [1.06, 3.14, -0.14], [0.41, -3.94, -4.11], [-4.05, 4.78, 0.34], [0.04, -2.47, -0.11], [-0.67, -0.97, 5.87], [-1.33, -3.34, 6.15], [-2.18, -3.59, 1.96], [1.36, -2.07, 1.56], [-1.53, -1.24, 1.66], [-2.07, -4.65, 4.19], [0.86, 2.50, -2.36], [2.94, -2.64, 1.03], [1.74, 1.37, 3.91], [3.70, -0.35, 2.41], [1.40, 0.72, 2.31], [3.22, -1.08, -2.66], [0.39, 3.25, 1.35], [-0.75, -3.93, -1.92], [1.32, 1.57, -4.65], [-1.56, -1.47, -3.85], [1.33, -1.60, 3.86]],
  "homo_ev": [-7.6, -7.6],
  "de_lowest_kj_mol": 0.0,
  "spin_multiplicity": 3,
  "e_tot_ev": -108506.901,
  "orbital_gap_ev": [7.4, 7.3],
  "s2": 2.004
}


{
  "formula": "C5H6O2",
  "method": "the ωB97M-V functional and the def2-TZVPD basis",
  "symbols": ["O", "O", "C", "C", "C", "C", "C", "H", "H", "H", "H", "H", "H"],
  "positions_angstrom": [[0.92, 1.75, 0.58], [1.39, -0.61, 0.67], [-0.65, -0.57, -0.72], [1.55, 0.65, 0.06], [-1.61, 0.21, 0.14], [0.86, -0.43, -0.65], [-1.34, -0.98, 0.55], [1.40, -0.98, -1.42], [-2.17, 1.12, 0.27], [2.59, 0.90, -0.16], [-1.01, -0.96, -1.68], [-1.41, -1.79, 1.26], [-0.01, 1.54, 0.71]],
  "homo_ev": -9.7,
  "de_lowest_kj_mol": 370.0,
  "spin_multiplicity": 1,
  "smiles": "O[C@H]1O[C@H]1C1C=C1",
  "e_tot_ev": -9373.260,
  "orbital_gap_ev": 10.7
}


{
  "formula": "C19H30N4O4PSe2TeW",
  "method": "the ωB97M-V functional and the def2-TZVPD basis",
  "symbols": ["W", "Te", "Se", "Se", "P", "O", "O", "O", "O", "N", "N", "N", "N", "C", "C", "C", "C", "C", "C", "C", "C", "C", "C", "C", "C", "C", "C", "C", "C", "C", "C", "C", "H", "H", "H", "H", "H", "H", "H", "H", "H", "H", "H", "H", "H", "H", "H", "H", "H", "H", "H", "H", "H", "H", "H", "H", "H", "H", "H", "H", "H", "H"],
  "positions_angstrom": [[0.25, -1.05, 0.87], [2.50, -2.36, 0.04], [-1.68, -1.33, 2.62], [0.45, -3.61, 1.70], [2.35, -0.05, -0.79], [1.10, -0.13, -1.76], [-1.02, 0.26, 0.25], [1.67, 0.42, 0.54], [3.30, 0.93, -1.48], [-3.13, 1.06, -0.04], [0.90, -0.81, 2.85], [-0.79, -2.48, -0.32], [-1.29, 2.44, -0.38], [1.18, -0.42, 5.55], [-1.44, -2.30, -1.50], [-2.06, -3.35, -2.12], [-4.10, 2.16, 0.11], [-0.04, 2.92, 0.21], [-2.02, -4.62, -1.53], [1.04, 0.15, -3.20], [2.29, -0.33, 4.70], [-0.17, -0.91, 3.67], [0.07, 1.27, -3.45], [-0.70, -3.71, 0.22], [-0.08, -0.70, 5.02], [4.72, 1.31, -1.22], [2.12, -0.53, 3.36], [-1.33, -4.81, -0.34], [-3.75, -0.26, 0.01], [5.49, 0.22, -0.52], [-1.90, 3.36, -1.35], [-1.82, 1.27, -0.07], [-0.95, -0.78, 5.65], [-0.93, 1.00, -3.10], [-4.57, 2.41, -0.83], [-4.86, 1.83, 0.81], [2.04, 0.40, -3.54], [-2.32, 4.24, -0.87], [2.94, -0.47, 2.65], [-3.02, -1.04, -0.17], [0.00, 1.46, -4.52], [-3.61, 3.04, 0.53], [1.29, -0.27, 6.62], [-1.43, -1.30, -1.91], [-2.52, -5.46, -2.00], [0.77, 2.89, -0.51], [5.11, 1.53, -2.21], [-4.52, -0.32, -0.76], [-1.11, 3.69, -2.03], [5.53, -0.69, -1.11], [-4.21, -0.41, 0.98], [-2.56, -3.20, -3.06], [0.73, -0.78, -3.67], [4.67, 2.23, -0.64], [-1.26, -5.78, 0.13], [3.27, -0.11, 5.10], [-2.66, 2.85, -1.94], [5.09, 0.00, 0.47], [-0.19, 3.95, 0.52], [6.52, 0.57, -0.38], [0.23, 2.33, 1.08], [0.39, 2.18, -2.96]],
  "homo_ev": [-16.6, -16.6],
  "de_lowest_kj_mol": 0.0,
  "spin_multiplicity": 1,
  "e_tot_ev": -183417.764,
  "total_charge": 3,
  "orbital_gap_ev": [5.4, 5.4]
}


{
  "formula": "C5H4Br2N2O2",
  "method": "the ωB97M-V functional and the def2-TZVPD basis",
  "symbols": ["Br", "Br", "O", "O", "N", "N", "C", "C", "C", "C", "C", "H", "H", "H", "H"],
  "positions_angstrom": [[-3.03, 0.46, 3.09], [1.42, -0.64, -2.85], [-1.42, 3.59, 2.62], [0.49, 2.61, 3.00], [-0.60, 2.71, 2.54], [-0.76, 1.61, 1.74], [-1.65, 0.75, 1.74], [-0.67, -0.45, -0.22], [-1.69, -0.23, 0.69], [0.58, 0.23, -0.22], [1.51, 0.32, -1.20], [1.04, 0.87, 0.61], [-2.45, -0.98, 0.62], [2.43, 0.82, -0.89], [-0.87, -0.94, -1.11]],
  "homo_ev": [-9.3, -9.3],
  "de_lowest_kj_mol": 358.8,
  "spin_multiplicity": 1,
  "smiles": "O=[N+]([O-])/N=C(Br)/C=C\\C=C/Br",
  "e_tot_ev": -152403.916,
  "orbital_gap_ev": [7.9, 7.9]
}


{
  "formula": "C4H28NO13",
  "method": "the ωB97M-V functional and the def2-TZVPD basis",
  "symbols": ["O", "O", "O", "O", "O", "O", "O", "O", "O", "O", "O", "O", "O", "N", "C", "C", "C", "C", "H", "H", "H", "H", "H", "H", "H", "H", "H", "H", "H", "H", "H", "H", "H", "H", "H", "H", "H", "H", "H", "H", "H", "H", "H", "H", "H", "H"],
  "positions_angstrom": [[1.99, 2.54, -2.33], [3.10, -0.26, 2.32], [-0.47, 1.72, -1.57], [-1.14, -0.65, -2.70], [0.32, 1.19, -4.09], [0.13, 2.94, 0.53], [-1.88, -3.08, -1.83], [1.31, 1.75, 2.69], [-2.28, 2.77, 1.72], [-2.89, 0.09, 0.35], [-1.16, 1.14, 3.56], [3.17, -2.16, 0.07], [-2.80, -2.14, 0.52], [-0.95, -0.92, 0.97], [1.85, -1.61, -0.05], [-0.22, -2.14, 1.32], [-2.25, -0.92, 0.56], [0.77, -2.64, 0.28], [3.29, -2.93, -0.50], [1.25, -3.56, 0.68], [-0.05, 2.39, -0.34], [0.48, 1.52, 3.19], [-1.29, 0.40, 2.95], [-2.70, 2.08, 1.18], [3.27, -0.21, 1.37], [2.47, 0.48, 2.46], [1.21, 1.55, -4.11], [1.90, -0.81, 0.66], [-2.64, -3.16, -2.40], [0.30, -1.97, 2.28], [-2.43, -2.64, -0.25], [2.55, 1.98, -1.78], [-0.95, -2.90, 1.57], [1.10, 2.35, -1.93], [1.76, -1.20, -1.08], [0.99, 2.20, 1.88], [-1.22, 2.28, -1.80], [-1.02, 0.17, -2.14], [-0.39, -0.12, 0.67], [-0.04, 1.42, -3.20], [-1.45, 2.94, 1.23], [-1.63, 1.85, 3.08], [-1.49, -2.17, -2.08], [-0.66, -0.41, -3.51], [0.54, 3.76, 0.27], [0.26, -2.91, -0.65]],
  "homo_ev": -7.3,
  "de_lowest_kj_mol": 149.5,
  "spin_multiplicity": 1,
  "e_tot_ev": -32714.699,
  "total_charge": -1,
  "orbital_gap_ev": 10.0
}


{
  "formula": "C26H42B2F5N4O4P2S",
  "method": "the ωB97M-V functional and the def2-TZVPD basis",
  "symbols": ["S", "P", "P", "F", "F", "F", "F", "F", "O", "O", "O", "O", "N", "N", "N", "N", "C", "C", "C", "C", "C", "C", "C", "C", "C", "C", "C", "C", "C", "C", "C", "C", "C", "C", "C", "C", "C", "C", "C", "C", "C", "C", "B", "B", "H", "H", "H", "H", "H", "H", "H", "H", "H", "H", "H", "H", "H", "H", "H", "H", "H", "H", "H", "H", "H", "H", "H", "H", "H", "H", "H", "H", "H", "H", "H", "H", "H", "H", "H", "H", "H", "H", "H", "H", "H", "H"],
  "positions_angstrom": [[-2.50, 1.65, -4.54], [1.45, -1.81, -0.60], [-2.75, 0.56, -2.89], [0.53, 1.56, -0.40], [-2.47, 3.06, -1.36], [-1.23, 3.07, 0.42], [0.32, 2.14, -2.50], [-0.59, 4.14, -1.37], [0.83, -3.24, -0.99], [-1.82, -1.78, -0.17], [3.03, -2.18, -0.47], [0.97, -1.27, 0.68], [4.90, 5.09, 2.90], [2.52, -6.23, 2.97], [-0.15, 3.49, 4.56], [-5.42, -0.30, -7.45], [-5.14, 0.88, -6.81], [-2.62, 0.37, 0.89], [3.96, 0.11, -0.18], [3.11, -7.44, 2.70], [1.23, -6.44, 3.37], [-6.41, 1.29, -8.63], [2.87, 4.46, 3.52], [-5.74, 1.88, -7.52], [2.19, -8.42, 2.93], [0.75, -4.16, 0.09], [0.06, 4.56, 5.38], [-1.20, 3.01, -0.94], [-0.81, 5.28, 3.44], [-0.25, -0.71, -2.54], [3.98, -1.22, -0.95], [-1.67, 0.42, 2.10], [1.20, -0.81, -2.06], [-0.34, 5.69, 4.72], [3.79, 4.40, 2.50], [-0.42, 1.74, -1.40], [3.46, 5.22, 4.57], [-0.68, 3.92, 3.37], [0.04, -5.43, -0.37], [0.99, -7.78, 3.36], [-6.19, -0.06, -8.56], [4.71, 5.59, 4.16], [-1.20, 0.35, -1.70], [-1.87, -0.40, -0.31], [-0.20, -5.38, -1.43], [5.48, 6.17, 4.65], [3.80, 0.95, -0.84], [4.95, -1.69, -0.82], [0.06, -8.26, 3.63], [-1.68, -2.02, 0.75], [1.90, 4.01, 3.51], [-6.52, -0.86, -9.20], [3.19, 0.12, 0.59], [4.13, -7.49, 2.36], [4.92, 0.27, 0.31], [3.73, 3.93, 1.54], [2.96, -5.34, 2.87], [-1.20, 5.91, 2.66], [0.48, 4.43, 6.36], [1.81, -1.28, -2.84], [-3.82, 1.08, -2.13], [-0.92, 3.22, 2.59], [3.02, 5.46, 5.52], [0.60, -5.61, 3.63], [-0.70, -1.70, -2.58], [1.66, 0.15, -1.88], [-0.21, -0.35, -3.57], [-0.91, -5.51, 0.16], [-2.97, 1.35, 0.61], [-6.98, 1.80, -9.39], [-5.70, 2.93, -7.27], [0.05, 2.54, 4.78], [-1.47, -0.59, 2.46], [0.18, -3.74, 0.91], [1.74, -4.41, 0.47], [2.35, -9.48, 2.81], [-3.49, -0.23, 1.18], [-4.53, 0.90, -5.91], [0.61, -6.33, -0.13], [-0.70, 0.84, 1.84], [5.73, 5.21, 2.35], [-0.30, 6.70, 5.10], [-3.15, -0.73, -3.29], [3.86, -1.06, -2.02], [-5.11, -1.20, -7.15], [-2.08, 0.99, 2.94]],
  "homo_ev": -4.7,
  "de_lowest_kj_mol": 0.0,
  "spin_multiplicity": 1,
  "e_tot_ev": -86152.498,
  "total_charge": -1,
  "orbital_gap_ev": 7.0
}